1) Computed, not measured: a 2-piece molecular cluster, C5H6N2O overall, with wB97M-V/def2-TZVPD.

## Properties
2S+1 = 1
charge = 0
gap between HOMO and LUMO = 8.80 eV
molar mass = 110.12 g mol⁻¹
SMILES string = CC=C=C=N.N=C=O
HOMO energy = -0.3187 hartree

Structure (XYZ):
```
14
Properties=species:S:1:pos:R:3:nbo_charge:R:1
C 1.21332 -1.33442 0.17807 0.418
C -1.18059 -1.01710 -0.35289 -0.097
C 0.08082 -0.72576 0.03058 -0.298
C 1.11986 1.48872 -0.08962 0.848
C -2.22569 0.05567 -0.34199 -0.648
N 2.36250 -1.68021 0.19709 -0.632
N 1.18207 1.71055 1.09590 -0.781
O 0.83080 1.73712 -1.17597 -0.502
H -1.16948 -2.11194 -0.63858 0.224
H -1.85155 0.80220 0.38702 0.230
H -3.22802 -0.28351 0.06400 0.223
H -2.35157 0.55464 -1.19685 0.227
H 3.13407 -1.01539 0.30506 0.388
H 2.08346 1.81944 1.53818 0.402
```

=====

2) Computed, not measured: one molecule with the formula C5H6N2O, with wB97M-V/def2-TZVPD.

## Properties
2S+1 = 1
charge = 0
gap between HOMO and LUMO = 9.14 eV
molar mass = 110.12 g mol⁻¹
SMILES string = C#CC1=NCCN1O
HOMO energy = -0.3172 hartree

Structure (XYZ):
```
14
Properties=species:S:1:pos:R:3:nbo_charge:R:1
C -0.04870 -0.64693 1.59949 -0.238
C 1.09432 -1.39833 0.78182 -0.252
C 0.10469 -0.16254 -0.85290 0.346
C 0.14741 1.17464 -1.67861 -0.055
C -0.01307 2.08967 -2.38295 -0.199
H -2.26691 0.95672 -0.62437 0.484
H 0.41901 0.22368 2.18133 0.189
H -0.85160 -1.11498 2.28554 0.233
H 2.02047 -1.37625 1.24343 0.215
H 0.50796 -2.48786 0.70119 0.202
H 0.14225 2.93624 -3.09586 0.252
N -0.77915 -0.22149 0.26610 -0.176
N 1.14021 -0.90099 -0.65508 -0.411
O -1.61688 0.92841 0.23088 -0.592
```

=====

Most favorable first, least favorable last: 1), 2)

=====

1) Computed, not measured: one molecule with the formula C5H6N2O, with wB97M-V/def2-TZVPD.

## Properties
2S+1 = 1
charge = 0
gap between HOMO and LUMO = 8.17 eV
molar mass = 110.12 g mol⁻¹
SMILES string = O=CN1CC=CC=N1
HOMO energy = -0.3126 hartree

Structure (XYZ):
```
14
Properties=species:S:1:pos:R:3:nbo_charge:R:1
C 0.89341 1.87268 -1.00759 0.528
C 1.00543 0.00673 0.58694 -0.262
C 0.21116 -1.35385 0.66918 -0.115
C -1.14449 -1.39031 0.55587 -0.283
C -1.75437 -0.27663 -0.02799 -0.009
H 1.89484 1.60658 -0.99263 0.121
H 1.39684 0.45239 1.37689 0.192
H 2.00672 -0.61089 0.23319 0.213
H 0.68381 -2.16541 0.91296 0.187
H -1.89147 -2.27565 0.43460 0.234
H -2.74887 -0.56396 -0.74285 0.203
N 0.17986 0.82717 -0.31406 -0.291
N -1.14975 0.86539 -0.36920 -0.182
O 0.41688 3.00574 -1.31531 -0.537
```

=====

2) Computed, not measured: one molecule with the formula C5H6N2O, with wB97M-V/def2-TZVPD.

## Properties
2S+1 = 1
charge = 0
gap between HOMO and LUMO = 8.77 eV
molar mass = 110.12 g mol⁻¹
SMILES string = C#C/C(=C\N)C(N)=O
HOMO energy = -0.3021 hartree

Structure (XYZ):
```
14
Properties=species:S:1:pos:R:3:nbo_charge:R:1
C 0.73435 1.18113 -0.24906 0.092
C 0.00124 0.07169 -0.06374 -0.339
C 0.00305 -1.09922 -0.82313 -0.066
C 0.19390 -2.17300 -1.34553 -0.236
C -0.89322 0.25775 1.28902 0.702
H 1.58715 2.59931 -1.51263 0.413
H 1.08551 0.95479 -2.19896 0.386
H 0.52668 1.93850 0.54973 0.236
H 0.35775 -3.06687 -1.98016 0.251
H -0.87640 -1.86348 1.33678 0.433
H -1.68922 -0.72084 2.75609 0.420
N 1.09437 1.61780 -1.56740 -0.801
N -1.02750 -0.98594 1.92716 -0.873
O -1.09767 1.28836 1.88183 -0.617
```

=====

3) Computed, not measured: one molecule with the formula C5H6N2O, with wB97M-V/def2-TZVPD.

## Properties
2S+1 = 1
charge = 0
gap between HOMO and LUMO = 8.93 eV
molar mass = 110.12 g mol⁻¹
SMILES string = C=N/N=C1\C=CCO1
HOMO energy = -0.3088 hartree

Structure (XYZ):
```
14
Properties=species:S:1:pos:R:3:nbo_charge:R:1
C -2.88564 0.92082 -1.18959 -0.065
C 0.21820 0.48105 0.12693 0.566
C 2.07703 0.00210 1.11985 -0.114
C 1.61180 -1.33826 0.54936 -0.212
C 0.41298 -1.08173 -0.21830 -0.254
H -3.07513 2.08813 -1.43856 0.198
H -3.96807 0.23765 -1.25285 0.161
H 2.44289 0.05726 2.18386 0.221
H 2.99409 0.35133 0.46168 0.198
H 2.15296 -2.32374 0.62050 0.237
H -0.33169 -1.68407 -0.62011 0.243
N -2.01206 0.24104 -0.67149 -0.300
N -0.77856 1.09072 -0.49586 -0.450
O 1.14120 0.95771 0.82459 -0.428
```

=====

Most favorable first, least favorable last: 2), 1), 3)

=====

1) Computed, not measured: C5H6N2O as an isolated structure, with wB97M-V/def2-TZVPD.

## Properties
2S+1 = 1
charge = 0
gap between HOMO and LUMO = 9.36 eV
molar mass = 110.12 g mol⁻¹
HOMO energy = -0.3337 hartree

Structure (XYZ):
```
14
Properties=species:S:1:pos:R:3:nbo_charge:R:1
C 1.47926 -1.11893 0.61996 -0.051
C 2.65028 -0.78109 0.07968 -0.445
C -0.25563 0.28013 -0.55784 0.317
C -1.65002 0.50773 -0.55448 -0.111
C -2.61880 1.26330 -0.64127 -0.182
H -1.72275 -0.96580 1.52277 0.474
H 1.24584 -1.59579 1.70431 0.240
H 3.00583 0.22962 -0.64517 0.273
H 3.36979 -1.27768 0.64936 0.202
H 0.11689 1.37019 -2.08943 0.354
H -3.40060 2.04890 -1.06255 0.271
N 0.07581 -0.64251 0.27819 -0.160
N 0.55364 0.97236 -1.16298 -0.627
O -0.58146 -0.37816 1.55474 -0.553
```

=====

2) Computed, not measured: one molecule with the formula C5H6N2O, with wB97M-V/def2-TZVPD.

## Properties
2S+1 = 1
charge = 0
gap between HOMO and LUMO = 9.93 eV
molar mass = 110.12 g mol⁻¹
SMILES string = C=N/N=C1/CC=CO1
HOMO energy = -0.3288 hartree

Structure (XYZ):
```
14
Properties=species:S:1:pos:R:3:nbo_charge:R:1
C -3.17753 -0.11501 -0.06958 -0.104
C 0.07700 0.37641 0.23334 0.567
C 1.37282 1.17473 -0.01423 -0.482
C 2.55948 0.08508 -0.11341 -0.274
C 1.86303 -1.02784 -0.10027 0.105
H -3.63011 -1.24859 -0.01097 0.194
H -3.74058 0.80606 0.37393 0.183
H 1.39784 1.91244 0.88943 0.238
H 1.41131 1.70316 -0.93938 0.242
H 3.61540 0.16006 -0.39712 0.246
H 2.24143 -2.11831 -0.18261 0.223
N -1.93411 -0.32418 -0.26004 -0.277
N -1.07858 0.72847 -0.01783 -0.387
O 0.45310 -0.87563 0.32459 -0.475
```

=====

3) Computed, not measured: a 2-piece molecular cluster, C5H6N2O overall, with wB97M-V/def2-TZVPD.

## Properties
2S+1 = 1
charge = 0
gap between HOMO and LUMO = 9.31 eV
molar mass = 110.12 g mol⁻¹
HOMO energy = -0.3116 hartree

Structure (XYZ):
```
14
Properties=species:S:1:pos:R:3:nbo_charge:R:1
C -0.16903 -0.06954 1.42528 0.450
C 1.35436 -0.30260 -0.11263 0.011
C 0.10761 0.10342 0.11623 -0.247
C -0.92661 0.41208 -0.89512 -0.234
C -1.00839 0.68700 -2.28240 -0.402
H -1.26414 -0.30916 2.89383 0.497
H 2.79044 -0.68641 1.27280 0.399
H 2.07469 -0.67048 -0.96559 0.235
H -2.02267 0.31127 -0.69554 0.227
H -0.00519 1.49635 -3.02048 0.190
H -2.14630 0.46395 -2.75189 0.223
N 0.82676 -0.53463 2.02421 -0.348
N 1.76400 -0.83612 1.05948 -0.359
O -1.37554 -0.06513 1.93181 -0.643
```

=====

Most favorable first, least favorable last: 2), 3), 1)

=====

1) Computed, not measured: one molecule with the formula C5H6N2O, with wB97M-V/def2-TZVPD.

## Properties
2S+1 = 1
charge = 0
gap between HOMO and LUMO = 8.10 eV
molar mass = 110.12 g mol⁻¹
SMILES string = C=Nn1cccc1O
HOMO energy = -0.2859 hartree

Structure (XYZ):
```
14
Properties=species:S:1:pos:R:3:nbo_charge:R:1
C -0.89879 1.06050 -0.02007 0.492
C -2.02710 0.24531 -0.01123 -0.410
C -1.63096 -1.12277 -0.11177 -0.233
C -0.27874 -1.12794 0.06039 -0.150
C 2.47111 -0.21498 0.02920 -0.145
H 0.44032 2.31642 0.09097 0.512
H -3.09113 0.55534 0.23205 0.233
H -2.27458 -2.04284 -0.13629 0.236
H 0.41076 -1.89666 -0.27444 0.199
H 3.44063 0.31675 -0.15290 0.209
H 2.30681 -1.25723 0.46458 0.200
N 0.23294 0.21490 0.00668 -0.252
N 1.50026 0.65369 -0.16147 -0.250
O -0.60153 2.29951 -0.01569 -0.642
```

=====

2) Computed, not measured: one molecule with the formula C5H6N2O, with wB97M-V/def2-TZVPD.

## Properties
2S+1 = 1
charge = 0
gap between HOMO and LUMO = 9.96 eV
molar mass = 110.12 g mol⁻¹
SMILES string = O=C1C=NN[C@@H]2C[C@@H]12
HOMO energy = -0.3371 hartree

Structure (XYZ):
```
14
Properties=species:S:1:pos:R:3:nbo_charge:R:1
C -1.03373 -0.64433 -0.12299 0.554
C -1.19843 0.96382 -0.22348 -0.112
C 1.12495 -0.03344 0.52470 -0.085
C 1.68487 -1.36318 -0.11425 -0.363
C 0.35965 -0.83312 -0.50209 -0.368
H -2.18114 1.28734 -0.40147 0.200
H 1.64122 1.97729 0.50318 0.374
H 0.75147 -0.08952 1.55957 0.207
H 1.85195 -2.21971 0.57094 0.241
H 2.45980 -1.27636 -0.89036 0.237
H 0.49442 -0.36083 -1.51777 0.243
N -0.26902 1.85311 -0.03670 -0.182
N 0.98300 1.34530 0.06090 -0.431
O -1.95493 -1.28070 0.32939 -0.514
```

=====

Most favorable first, least favorable last: 1), 2)